1.
Here is a structure of composition C10H11CrNO10P2S from the OMol25 dataset. Energies are from ωB97M-V with the def2-TZVPD basis set.

Output
* LUMO energy (spin up / spin down): 0.1807 / 0.1807 Ha
* HOMO-LUMO gap (spin up / spin down): 6.44 / 6.88 eV
* F_max: 0.0171 hartree/bohr
* net charge: -2
* 2S+1: 5
* total energy: -90359.6788 eV

Atoms and positions in Å:
1 O 0.105 1.256 -3.313
2 C 0.661 3.445 0.078
3 O 1.557 -1.288 0.631
4 H 2.307 3.684 -2.358
5 H 1.717 -4.799 1.980
6 H -0.103 4.215 -0.065
7 O -1.273 1.085 -1.100
8 C -0.171 -3.481 -0.506
9 O 2.793 1.264 0.286
10 C 0.820 -3.586 0.497
11 O 1.346 3.826 -2.218
12 N -0.350 0.637 1.613
13 O 2.892 -2.881 1.390
14 H 1.562 3.922 0.466
15 C 0.926 -4.763 1.243
16 H 0.188 -6.736 1.662
17 C 0.996 2.807 -1.262
18 S -0.417 -2.129 -1.617
19 P -0.448 1.945 -2.020
20 C -1.097 0.923 2.493
21 C -0.902 -5.751 0.079
22 H 0.950 0.770 -3.029
23 H -1.584 -6.578 -0.092
24 O -1.852 1.222 3.392
25 P 2.481 1.629 -1.234
26 H 0.313 2.713 0.802
27 O -1.395 3.102 -2.627
28 C -1.018 -4.600 -0.678
29 O 3.562 2.488 -1.812
30 H -2.129 3.241 -2.009
31 H 2.559 0.338 0.532
32 H -1.782 -4.525 -1.441
33 O 1.986 0.394 -1.951
34 C 0.081 -5.842 1.059
35 C 1.847 -2.519 0.863
36 Cr 0.090 -0.262 -0.170

Force components x, y, z for each atom (eV/Å):
O -0.61 0.36 -0.11
C 0.00 0.04 -0.09
O 0.14 0.13 0.08
H -0.06 -0.04 0.02
H 0.01 0.01 0.00
H 0.01 0.00 0.01
O 0.77 0.16 -0.12
C 0.04 -0.10 0.03
O -0.02 -0.09 -0.02
C -0.06 0.04 0.00
O -0.11 -0.09 0.18
N -0.49 0.27 0.68
O 0.22 -0.03 0.10
H 0.00 0.02 0.01
C -0.06 0.00 -0.01
H 0.00 -0.01 0.01
C 0.01 0.12 -0.11
S -0.07 -0.19 0.13
P 0.08 0.33 -0.52
C -0.01 -0.07 -0.11
C -0.02 0.09 -0.04
H 0.11 -0.11 0.19
H 0.00 0.02 -0.02
O 0.46 -0.10 -0.43
P 0.03 0.54 -0.15
H -0.02 -0.06 0.03
O -0.14 -0.17 0.32
C 0.11 0.10 0.00
O -0.04 -0.27 0.16
H 0.17 -0.08 -0.18
H -0.03 0.03 -0.05
H -0.01 -0.02 -0.01
O 0.23 -0.31 0.16
C 0.03 0.06 -0.03
C -0.19 0.04 -0.24
Cr -0.48 -0.61 0.14

2.
Here is the molecule C6H11NOP2 in a non-equilibrium geometry from the OMol25 dataset. Energies are from ωB97M-V with the def2-TZVPD basis set.

Output
* LUMO energy: -0.0149 Ha
* HOMO-LUMO gap: 8.50 eV
* F_max: 0.1289 hartree/bohr
* 2S+1: 1
* total energy: -28513.0095 eV

Atoms and positions in Å:
1 C -0.864 1.377 -0.987
2 C 0.535 0.488 1.077
3 C 0.032 -0.969 1.083
4 H 2.997 -5.348 -2.023
5 H -0.062 1.727 -1.631
6 H -1.276 1.684 1.113
7 H -1.855 -0.261 -2.228
8 P 1.500 -3.680 -1.676
9 C -0.469 1.631 0.494
10 H 1.514 0.597 0.627
11 H -1.807 1.752 -1.243
12 O 1.006 -2.702 -0.343
13 P 3.006 -4.456 -0.787
14 H -1.076 -1.043 1.329
15 N -0.571 -1.247 -1.303
16 C 0.069 -1.678 -0.258
17 H 0.573 0.848 2.072
18 H 0.082 2.689 0.461
19 H -2.199 -0.321 -0.549
20 H 0.697 -1.484 1.737
21 C -1.393 -0.171 -1.301

Force components x, y, z for each atom (eV/Å):
C 0.14 -3.21 0.67
C -1.97 1.73 -1.32
C -1.15 0.12 -1.07
H 0.31 0.95 1.20
H -0.16 -0.26 -0.35
H -2.32 0.21 1.69
H -1.13 1.02 -1.75
P -2.80 1.89 -0.09
C 4.13 0.05 -3.01
H 0.17 -0.19 -0.15
H -1.07 1.85 -0.32
O -0.72 0.48 -0.06
P 1.95 -2.27 -0.32
H 1.36 0.23 0.49
N 4.58 -4.36 2.00
C 0.02 1.67 -2.69
H 0.59 -0.18 1.34
H -1.07 -2.27 0.58
H 0.05 0.26 -0.08
H -0.09 -0.73 0.85
C -0.83 3.00 2.39

3.
Here is a cluster of 9 separate species, C9H33INO8 in total in a non-equilibrium geometry from the OMol25 dataset. Energies are from ωB97M-V with the def2-TZVPD basis set.

Output
* LUMO energy: 0.0976 Ha
* HOMO-LUMO gap: 8.69 eV
* F_max: 0.0315 hartree/bohr
* net charge: -1
* 2S+1: 1
* total energy: -35842.7792 eV

Atoms and positions in Å:
1 H -4.830 -21.168 -26.914
2 H -2.694 -20.313 -30.644
3 H -3.248 -22.360 -30.935
4 C -4.327 -23.907 -28.086
5 H -0.432 -20.417 -29.039
6 H -6.067 -23.479 -25.034
7 H -3.998 -24.109 -27.068
8 H -3.559 -19.235 -27.082
9 H -5.547 -20.606 -21.345
10 O -5.210 -24.403 -22.175
11 C -2.036 -23.468 -28.885
12 H -2.142 -18.936 -29.772
13 O -5.588 -20.984 -20.455
14 H -7.847 -18.744 -25.360
15 H -4.886 -22.193 -30.329
16 C -3.989 -22.809 -30.269
17 H -4.299 -24.853 -28.635
18 H -1.191 -22.203 -30.365
19 H -3.229 -19.844 -23.089
20 C -0.988 -22.441 -29.309
21 H -2.344 -22.620 -26.333
22 H -1.942 -18.709 -27.483
23 I -5.303 -21.249 -24.193
24 C -3.455 -22.919 -28.829
25 C -2.504 -20.589 -28.462
26 H -2.707 -18.499 -23.574
27 H -2.011 -24.267 -29.634
28 O -2.815 -19.022 -22.773
29 H -7.877 -20.220 -23.288
30 N -3.433 -21.643 -28.132
31 H -5.133 -23.576 -22.675
32 O -7.040 -18.377 -25.744
33 O -2.393 -22.858 -25.395
34 H 0.024 -22.844 -29.298
35 H -3.865 -19.355 -29.682
36 H -5.004 -25.077 -22.831
37 C -2.860 -19.762 -29.711
38 H -0.692 -21.315 -27.515
39 H -1.746 -23.913 -27.927
40 C -1.075 -21.130 -28.521
41 H -3.138 -22.307 -25.079
42 O -8.624 -19.601 -23.278
43 H -6.382 -19.074 -25.595
44 H -7.253 -24.212 -25.675
45 H -5.359 -23.563 -28.080
46 H -4.213 -23.810 -30.640
47 H -8.482 -19.074 -22.486
48 C -2.546 -19.594 -27.290
49 O -6.354 -24.361 -25.365
50 H -2.253 -20.095 -26.361
51 H -5.627 -21.935 -20.612
52 O -4.743 -21.157 -27.878

Force components x, y, z for each atom (eV/Å):
H -0.02 -0.12 0.16
H -0.32 -0.05 0.14
H -0.07 -0.08 0.01
C -0.32 -0.35 -0.07
H 0.00 0.26 0.33
H -0.19 -0.59 -0.26
H -0.01 0.22 0.06
H 0.05 -0.01 -0.36
H 0.10 -0.11 0.11
O 0.10 0.08 0.00
C 0.91 -0.10 0.00
H -0.23 0.09 0.11
O -0.12 -0.01 -0.09
H 0.12 0.05 0.17
H -0.08 -0.07 0.15
C 0.10 0.15 -0.25
H -0.01 0.00 0.06
H 0.15 -0.01 0.12
H 0.03 0.26 0.13
C -0.56 0.44 -0.75
H -0.18 0.05 0.14
H 0.28 -0.13 0.04
I -0.10 0.20 0.01
C -0.16 0.15 -0.73
C -0.26 1.57 0.33
H -0.06 -0.03 0.02
H -0.13 -0.13 0.22
O 0.05 -0.17 -0.12
H -0.02 0.07 -0.07
N 0.16 -0.78 1.38
H -0.03 -0.06 0.03
O 0.03 -0.12 -0.16
O -0.07 0.27 -0.06
H -0.01 -0.11 0.20
H -0.15 -0.11 0.08
H -0.10 0.05 -0.01
C 0.92 -0.22 -0.64
H -0.07 0.22 0.07
H -0.16 0.04 0.04
C 0.01 -1.03 -0.49
H 0.34 -0.36 -0.02
O 0.01 -0.12 0.03
H -0.16 0.16 0.06
H 0.04 0.02 0.05
H -0.01 -0.05 0.16
H -0.07 0.05 -0.10
H 0.04 0.00 -0.07
C -0.52 -0.02 0.63
O 0.11 0.37 0.14
H 0.30 0.12 -0.14
H 0.03 0.08 -0.02
O 0.29 0.01 -0.75

4.
Here is a cluster of 8 separate species, C30H82N6O10 in total in a non-equilibrium geometry from the OMol25 dataset. Energies are from ωB97M-V with the def2-TZVPD basis set.

Output
* LUMO energy: 0.0096 Ha
* HOMO-LUMO gap: 8.83 eV
* F_max: 0.0625 hartree/bohr
* SMILES string: COC[C@H](C)N.COC[C@H](C)N.COC[C@H](C)N.COC[C@H](C)N.COCCNCCOC.COCCNCCOC.CO.CO
* 2S+1: 1
* total energy: -61844.0706 eV

Atoms and positions in Å:
1 H 2.113 -5.250 -10.838
2 H 11.385 5.284 1.045
3 C -1.171 -0.621 1.370
4 C -5.189 12.423 1.152
5 C 10.625 5.347 1.823
6 H 0.329 -3.564 -7.852
7 C 0.086 2.632 1.526
8 H -2.540 8.402 1.930
9 H -6.693 2.681 -7.096
10 C 2.835 -0.155 6.365
11 C -1.212 -7.703 3.735
12 C -7.265 3.345 -2.962
13 C 1.214 -5.277 -10.222
14 H -5.448 9.730 1.432
15 H -0.273 3.337 0.776
16 C 0.435 -4.645 -7.948
17 H 7.893 5.215 3.071
18 H 3.737 0.162 6.888
19 H 9.270 4.011 0.609
20 C -1.890 -1.786 0.620
21 O -6.041 2.630 -3.141
22 H -0.036 -6.068 4.118
23 O -0.932 1.672 2.052
24 H -0.918 -9.997 2.742
25 H -4.189 9.274 0.297
26 H -4.683 2.019 -4.603
27 H -0.158 -0.475 0.995
28 H 1.672 -5.170 -6.071
29 H -4.645 12.830 2.004
30 H 4.369 5.565 6.023
31 H -4.890 12.269 -1.398
32 C -0.176 -5.708 6.781
33 C -0.468 -9.230 2.112
34 H 0.557 3.194 2.332
35 H -4.625 10.697 -1.559
36 H 0.661 -7.261 5.744
37 H 2.139 -8.303 8.276
38 H -1.717 -8.500 4.280
39 H 0.101 -4.798 6.249
40 H 6.138 2.603 0.987
41 H -1.323 -2.705 0.771
42 H 0.867 1.966 1.161
43 H -0.250 -0.424 2.998
44 H 7.164 1.767 2.171
45 H 7.840 2.417 0.740
46 H -0.321 -9.193 -9.915
47 C 4.278 5.925 7.048
48 H 4.762 6.901 7.008
49 C -3.242 8.768 2.679
50 H -5.382 -0.163 -5.680
51 O -0.028 -8.211 3.002
52 H 8.845 3.779 3.237
53 H -3.538 11.639 0.175
54 H 2.552 -7.055 9.399
55 H 1.110 -4.929 8.361
56 N 8.695 5.921 0.577
57 H -1.158 -5.552 7.228
58 N 1.517 -5.137 -8.779
59 C -5.674 2.469 -4.542
60 C -4.469 10.015 1.046
61 N -6.297 1.812 -6.766
62 H -6.638 0.999 -7.259
63 H 1.822 -5.974 7.223
64 C 0.415 -6.569 -10.712
65 O 2.922 6.197 7.405
66 O 0.541 -7.002 8.758
67 C -1.698 0.789 1.249
68 C 1.752 -7.744 9.128
69 H -7.659 1.836 -5.205
70 N -1.072 -0.962 2.765
71 C 0.362 -8.937 -10.725
72 C 0.528 -7.416 -5.473
73 H -4.106 8.117 2.811
74 H -5.198 13.263 0.457
75 O -3.540 10.040 2.192
76 H 1.602 -7.577 -5.375
77 H -1.997 -7.408 3.038
78 C 0.677 -5.307 -6.494
79 H -0.242 -8.758 -11.615
80 H -1.815 -0.536 3.300
81 H -2.118 -1.580 -0.426
82 H -1.705 1.103 0.206
83 H 7.717 5.686 0.486
84 H -7.333 3.674 -1.925
85 O 1.570 0.375 6.809
86 H 2.788 -1.239 6.266
87 C 0.944 -5.884 7.862
88 H 3.163 0.255 5.410
89 H 0.427 -9.613 1.621
90 O 1.078 -7.748 -10.405
91 H -7.563 4.224 -3.533
92 N -0.261 -6.933 5.994
93 H 1.512 1.316 6.630
94 H -7.022 -0.656 -5.729
95 H -0.094 -4.977 -5.798
96 O 0.368 -6.684 -6.685
97 H 10.568 6.314 2.323
98 H 1.030 -9.759 -10.982
99 H 0.030 -8.378 -5.588
100 H -5.550 3.430 -5.040
101 H -1.180 -8.980 1.326
102 H -0.525 -6.674 -10.170
103 H 11.181 4.624 2.420
104 C 8.293 4.372 2.507
105 N -5.139 11.371 -1.009
106 H -6.207 12.208 1.478
107 C 7.096 2.629 1.507
108 H 0.648 -4.417 -10.578
109 C -6.630 1.530 -5.393
110 H -2.722 0.963 1.582
111 H -0.514 -4.983 -8.364
112 H 8.988 5.940 -0.389
113 H 0.207 -6.481 -11.778
114 H -8.056 2.629 -3.189
115 H -2.868 -1.852 1.095
116 H -6.160 -0.165 -4.160
117 C -0.818 -6.593 4.667
118 H -1.745 -6.026 4.755
119 O 7.000 3.806 2.251
120 H 1.475 -8.500 9.863
121 H 2.959 6.792 8.158
122 C 9.241 4.784 1.377
123 H -2.770 8.777 3.661
124 C -6.349 0.031 -5.216
125 H 0.061 -7.072 -4.550
126 H 1.731 -6.015 -8.329
127 H 4.817 5.182 7.635
128 C -4.573 11.326 0.315

Force components x, y, z for each atom (eV/Å):
H 0.37 -0.10 0.35
H -0.59 0.98 -0.87
C -0.47 -0.42 -0.85
C -0.37 0.99 -0.29
C 0.30 -2.29 0.33
H 0.57 0.19 -0.11
C -0.62 -2.36 0.10
H 0.10 -1.08 0.29
H -0.20 -0.17 -0.25
C 0.17 0.90 -0.78
C 0.97 -1.23 -0.20
C -0.65 -1.11 0.44
C -0.45 -1.41 -0.18
H -0.19 -0.17 0.06
H -0.28 -0.29 -0.09
C 0.31 -0.84 1.67
H 1.03 0.74 0.02
H -0.34 -0.24 1.33
H 0.85 -0.83 0.67
C -0.27 1.58 0.52
O 0.33 0.93 -1.56
H -0.31 0.82 -0.22
O 1.08 1.93 0.66
H -0.07 -0.47 -0.27
H 0.41 -0.49 0.17
H 0.04 -0.12 0.44
H 0.31 -0.59 -0.14
H 0.20 0.18 -0.26
H 0.35 -0.73 0.08
H -0.66 -0.10 -0.09
H -0.16 0.14 -0.08
C 0.81 -0.68 1.63
C 0.86 -0.49 0.72
H -0.65 -0.19 0.37
H -0.11 -0.21 -0.41
H 0.39 -0.15 0.53
H -0.13 -0.03 -0.36
H 0.39 -0.51 0.30
H -0.01 0.11 -0.54
H -0.07 -0.54 -0.09
H -0.15 0.11 -0.12
H 0.25 0.43 -0.63
H 0.08 -0.14 1.07
H -0.10 -0.18 0.23
H 0.54 1.08 0.06
H 0.04 -0.20 0.15
C 0.05 0.85 -0.79
H 0.69 -0.20 0.31
C 0.43 -0.47 -0.59
H 0.21 0.18 -0.14
O -2.14 0.74 0.23
H 0.12 -0.47 -0.09
H 0.60 -0.03 0.46
H -0.10 -0.08 0.64
H -0.28 -0.15 0.69
N -1.56 0.07 0.68
H 0.04 0.14 0.17
N 0.03 0.33 -0.73
C -0.75 -1.10 0.45
C -0.15 -0.88 0.60
N 0.35 -0.22 -0.46
H -0.06 0.48 -0.88
H 0.56 -1.11 0.46
C -0.31 1.10 1.40
O 0.27 -0.73 -0.06
O 2.74 1.09 -1.01
C -0.38 1.16 -1.21
C -1.12 0.31 -0.81
H -0.24 -0.41 0.42
N 1.13 -0.30 0.44
C -0.26 0.89 -0.34
C 0.26 -1.02 -0.86
H -0.26 -0.07 -0.39
H -0.53 0.38 0.12
O -1.56 1.66 -1.18
H 0.04 -0.13 0.65
H 0.31 0.56 -0.43
C -2.11 0.30 -1.83
H -0.18 -0.02 -0.19
H -0.29 0.01 0.03
H 0.42 -0.05 -0.15
H 0.18 0.12 -0.31
H -0.60 0.40 -0.02
H 0.14 -0.36 0.07
O 0.91 -0.72 -0.02
H -0.20 0.20 0.29
C -2.46 -0.43 -0.63
H -0.78 -0.15 -0.75
H -0.05 -0.14 0.07
O 1.64 -1.12 -0.15
H 1.12 0.24 -0.72
N -0.64 0.14 -1.38
H 0.24 0.01 -0.07
H -0.46 0.18 0.47
H 0.20 0.73 0.18
O -0.12 -0.15 0.80
H -0.09 -0.16 -0.27
H 0.22 0.19 0.42
H 0.24 -0.16 -0.47
H -0.46 0.26 0.02
H -0.16 0.72 0.12
H -0.61 0.70 -0.08
H -0.48 -0.10 1.13
C -0.59 1.22 1.39
N -0.78 -1.20 -0.35
H -0.08 -0.07 -0.17
C -1.83 -1.48 -0.23
H -0.21 0.10 0.29
C 0.81 0.91 0.62
H -0.26 -0.55 0.20
H -0.44 -0.26 0.47
H 0.68 -0.25 0.00
H 0.04 0.08 -0.27
H -0.42 0.03 0.40
H -0.07 -0.43 0.14
H -0.62 -0.47 0.04
C -0.02 -0.12 -0.38
H 0.29 0.52 0.37
O 2.09 0.18 -1.40
H 0.11 0.46 0.32
H -0.13 -0.04 0.04
C 0.30 1.63 -1.52
H 0.17 0.62 -0.11
C 0.86 0.76 0.64
H 0.11 1.08 -0.13
H 0.42 -0.46 -0.80
H -0.22 0.21 0.58
C 2.13 1.61 1.78